No. 1
Formula: C44H37Cl4IN2O2RuSeSiTe2
Source: OMol25
Level of theory: ωB97M-V/def2-TZVPD

Its multiplicity is 2. The calculation puts the HOMO-LUMO gap (spin up / spin down) at 6.08 / 4.80 eV. The energy above the lowest of the compared OMol25 structures with the same formula, charge and spin is 0.432 eV. The HOMO energy (spin up / spin down) comes out at -4.4 / -4.3 eV. Its LUMO energy (spin up / spin down) is 1.652 / 0.463 eV. For the electronic energy, the calculation gives -201895.6807 eV. Its total charge is -1.

Cartesian coordinates (Å):
Ru 1.25723 0.57069 2.04862
Cl -1.18977 6.93923 1.06486
C -0.62178 5.46266 1.79046
C -0.37600 5.43055 3.12750
C 0.06561 4.24452 3.75028
I 0.34106 4.24167 5.79959
C 0.28063 3.11920 3.00361
O 0.68229 1.94380 3.55340
C 0.06764 3.16250 1.60346
N 0.34073 2.01999 0.89626
C 0.08021 1.99450 -0.38940
C -0.44075 3.10318 -1.08226
C -0.67200 4.26498 -0.41192
C -0.41900 4.32165 0.97670
H -0.53313 6.31595 3.72657
H 0.30141 1.06399 -0.89816
H -0.63014 3.01483 -2.14298
H -1.04600 5.14286 -0.91920
Te 3.60127 2.07296 2.05120
C 3.69280 2.74075 4.06207
C 4.04903 4.06333 4.31609
C 4.24925 4.50838 5.61742
C 4.07476 3.64090 6.68474
C 3.68782 2.32863 6.43984
C 3.50277 1.87881 5.14103
H 4.17672 4.74941 3.48668
H 4.53214 5.53952 5.79444
H 4.22721 3.98637 7.70002
H 3.52806 1.64602 7.26590
H 3.20237 0.85476 4.96052
Cl -2.15069 1.42510 3.35467
Si -0.31345 0.46485 3.86081
Cl -0.12881 0.53943 5.91030
Cl 2.15865 -0.93851 3.70712
Se 2.45717 -0.85619 0.47236
C 3.19388 0.04575 -1.03671
C 3.10917 1.41084 -1.29034
C 3.66180 1.93881 -2.44814
C 4.29330 1.11494 -3.36780
C 4.38493 -0.24882 -3.11863
C 3.84463 -0.77856 -1.95947
H 2.63548 2.07195 -0.57923
H 3.59753 3.00521 -2.62431
H 4.71789 1.53224 -4.27176
H 4.87981 -0.90108 -3.82693
H 3.92255 -1.84084 -1.76034
C 0.13897 -2.59618 -7.36973
C 0.01129 -2.38739 -5.88459
C 0.59421 -3.26148 -4.98119
C 0.48686 -3.07306 -3.60542
C 1.16093 -4.06250 -2.69001
C -0.23334 -1.97945 -3.10719
Te -0.30302 -1.73314 -0.95872
N -0.25525 -0.85812 1.58496
C -0.93817 -1.45857 2.46242
O -0.93176 -1.10388 3.76285
C -1.88391 -2.57456 2.17554
C -1.43567 -3.78938 1.67664
C -2.34538 -4.79499 1.37767
C -3.70310 -4.58424 1.56572
C -4.15127 -3.37238 2.07741
C -3.24358 -2.37611 2.39676
C -2.37698 -1.30283 -0.85659
C -2.76576 -0.14028 -0.19791
C -4.10542 0.17374 -0.03724
C -5.07176 -0.68283 -0.54308
C -4.68589 -1.84795 -1.18557
C -3.34239 -2.18755 -1.34849
C -2.99182 -3.47930 -2.03271
C -0.79897 -1.06710 -4.01030
C -1.54416 0.16117 -3.56164
C -0.67602 -1.29321 -5.37769
H 0.61907 -3.54890 -7.59265
H 0.73639 -1.80509 -7.82781
H -0.83871 -2.58827 -7.85500
H 1.15202 -4.11503 -5.35357
H 1.67797 -4.82836 -3.26847
H 0.43725 -4.54931 -2.03260
H 1.89506 -3.57784 -2.04139
H -0.37459 -3.94171 1.52854
H -1.99107 -5.74348 0.99280
H -4.41237 -5.36483 1.31884
H -5.21043 -3.20397 2.22658
H -3.57749 -1.42878 2.80156
H -2.01420 0.51221 0.22719
H -4.38335 1.07623 0.49284
H -6.12394 -0.45544 -0.42294
H -5.44242 -2.52978 -1.55804
H -3.86751 -4.12620 -2.09092
H -2.20877 -4.00443 -1.48209
H -2.61799 -3.31098 -3.04461
H -1.07167 0.60649 -2.68582
H -2.57160 -0.07211 -3.27512
H -1.57322 0.90185 -4.36176
H -1.12333 -0.58240 -6.06640



No. 2
Formula: C44H37ClN5O2P2STa
Source: OMol25
Level of theory: ωB97M-V/def2-TZVPD

The calculation puts the HOMO-LUMO gap at 6.64 eV. The energy above the lowest of the compared OMol25 structures with the same formula, charge and spin is 0.000 eV. The HOMO energy comes out at -12.8 eV. Its LUMO energy is -6.141 eV. For the electronic energy, the calculation gives -101252.4145 eV. Its total charge is +2.

Cartesian coordinates (Å):
Ta -0.22515 0.62195 0.48738
N -3.45528 3.90541 0.55368
C -2.61220 2.91783 0.27286
S -1.93269 2.02324 1.59859
N -2.31458 2.67356 -0.98021
N -1.50064 1.62398 -1.14482
C -1.31925 1.24258 -2.36099
C -0.42429 0.14278 -2.61389
C -0.21903 -0.31183 -3.91061
C 0.69187 -1.32507 -4.14784
C 1.36934 -1.84947 -3.05622
C 1.09407 -1.36450 -1.79496
N 0.21283 -0.38746 -1.53835
H -3.70763 4.12043 1.50216
H -3.89685 4.40598 -0.20127
H -1.82760 1.76042 -3.16548
H -0.77555 0.15091 -4.71358
H 0.86995 -1.68948 -5.14964
H 2.10064 -2.63869 -3.15595
H 1.59318 -1.82332 -0.95276
C 1.92968 -0.40148 3.08397
P 2.18302 -0.40145 1.28420
C 3.59414 0.60261 0.77690
C 4.19488 1.48277 1.67574
C 5.17019 2.36973 1.24127
C 5.55033 2.38530 -0.09156
C 4.95984 1.50593 -0.99130
C 3.98297 0.62538 -0.56252
C 2.61188 -2.15532 1.01238
C 3.92318 -2.52767 0.72419
C 4.25451 -3.86979 0.59595
C 3.28376 -4.84459 0.75976
C 1.97702 -4.47864 1.05900
C 1.63718 -3.14223 1.19015
C 0.49748 -0.82913 3.19875
C -0.07260 -1.49437 4.23288
C -1.42511 -1.75235 3.88015
C -1.61456 -1.24858 2.63366
C -2.82863 -1.46840 1.78999
P -2.55965 -0.84653 0.10007
C -2.55334 -2.36619 -0.90757
C -3.71188 -2.86077 -1.51189
C -3.69822 -4.09520 -2.14238
C -2.53978 -4.85975 -2.16568
C -1.39663 -4.39532 -1.53202
C -1.40865 -3.16011 -0.90390
C -4.04804 0.05462 -0.41741
C -4.91065 0.62235 0.51827
C -6.03653 1.31747 0.10157
C -6.30542 1.46315 -1.24968
C -5.44893 0.90321 -2.18910
C -4.33228 0.19926 -1.77677
N -0.44278 -0.63759 2.15191
H 2.10471 0.57256 3.53342
H 2.59510 -1.13191 3.54534
H 3.92580 1.46996 2.72506
H 5.64149 3.03900 1.94815
H 6.31309 3.07372 -0.42876
H 5.26575 1.50595 -2.02869
H 3.53278 -0.05404 -1.27746
H 4.69173 -1.77681 0.60351
H 5.27578 -4.15012 0.37816
H 3.54567 -5.88946 0.66634
H 1.22087 -5.23809 1.20770
H 0.61909 -2.87280 1.44565
H 0.42816 -1.78436 5.14164
H -2.15742 -2.28974 4.45889
H -3.73422 -1.05504 2.23347
H -3.00709 -2.54129 1.68053
H -4.63081 -2.29382 -1.48970
H -4.60151 -4.46624 -2.60696
H -2.53606 -5.82223 -2.65856
H -0.49796 -4.99806 -1.51359
H -0.52508 -2.84079 -0.36544
H -4.71107 0.53691 1.57725
H -6.70820 1.73804 0.83761
H -7.18858 1.99781 -1.57192
H -5.66144 1.00375 -3.24468
H -3.69368 -0.26189 -2.51986
Cl 3.28485 7.25708 0.48306
C 2.57424 5.70061 0.27075
C 2.47191 5.15846 -1.01473
C 1.91965 3.91248 -1.22943
C 1.44991 3.17594 -0.14241
O 0.93379 1.97394 -0.28990
C 1.55178 3.72270 1.15540
C 1.16154 2.93301 2.26966
O 0.66289 1.79580 2.23369
C 2.11833 4.99198 1.35502
H 2.83637 5.73817 -1.85214
H 1.85304 3.50073 -2.22687
H 1.33824 3.36513 3.26250
H 2.19905 5.40741 2.35120



No. 3
Formula: C44H37MnN2O4P2Te
Source: OMol25
Level of theory: ωB97M-V/def2-TZVPD

Its multiplicity is 4. The calculation puts the HOMO-LUMO gap (spin up / spin down) at 6.86 / 5.83 eV. The energy above the lowest of the compared OMol25 structures with the same formula, charge and spin is 0.000 eV. The HOMO energy (spin up / spin down) comes out at -16.4 / -16.4 eV. Its LUMO energy (spin up / spin down) is -9.546 / -10.579 eV. For the electronic energy, the calculation gives -114568.8835 eV. Its total charge is +3.

Cartesian coordinates (Å):
Mn 0.49260 0.05267 -0.01021
O -0.01393 -0.02635 1.83661
P 0.16819 -1.01414 3.01626
C 1.32299 -2.32766 2.53008
P 2.60887 -1.72534 1.41897
O 1.86939 -1.18130 0.15239
C 3.47481 -0.39683 2.20466
C 4.18804 -0.67033 3.37429
C 4.86792 0.34886 4.01797
C 4.85709 1.63300 3.48591
C 4.16693 1.90577 2.31221
C 3.47400 0.89048 1.67163
C 3.67752 -3.05607 1.01268
C 4.75244 -2.79069 0.15411
C 5.61150 -3.81396 -0.19716
C 5.40840 -5.09476 0.30862
C 4.34691 -5.36096 1.16139
C 3.47474 -4.34368 1.51620
C -1.35859 -1.79755 3.45170
C -1.44064 -3.15894 3.74469
C -2.65684 -3.71153 4.11924
C -3.78565 -2.90863 4.20033
C -3.70557 -1.54668 3.92386
C -2.49347 -0.98614 3.56049
C 0.84472 -0.14990 4.40099
C 1.12966 -0.86071 5.57011
C 1.66230 -0.19821 6.66081
C 1.90072 1.17076 6.58954
C 1.60619 1.87887 5.43361
C 1.07709 1.22224 4.33258
H 0.78067 -3.11486 1.99417
H 1.77876 -2.75012 3.42964
H 4.22086 -1.67500 3.78183
H 5.41918 0.14015 4.92428
H 5.40502 2.42340 3.98116
H 4.18658 2.90225 1.89258
H 2.96610 1.10692 0.73426
H 4.92749 -1.78979 -0.22413
H 6.44728 -3.61844 -0.85439
H 6.09059 -5.89001 0.03962
H 4.19947 -6.35863 1.55133
H 2.65151 -4.56807 2.18172
H -0.57272 -3.80342 3.68963
H -2.71864 -4.76645 4.35182
H -4.73124 -3.34162 4.49834
H -4.58546 -0.92487 4.01587
H -2.42900 0.07926 3.36921
H 0.91792 -1.92220 5.64847
H 1.87913 -0.74132 7.57001
H 2.30857 1.68723 7.44807
H 1.78392 2.94503 5.39370
H 0.84768 1.77010 3.42852
O 0.22898 -7.39620 -0.95401
C -0.21720 -6.57374 0.00294
O -0.31134 -6.92953 1.14215
C -0.52252 -5.14947 -0.37411
C -1.55817 -4.52712 0.31303
C -1.77079 -3.16755 0.16874
C -0.91600 -2.44525 -0.65328
C 0.09341 -3.05386 -1.38186
C 0.27668 -4.42149 -1.24990
N -1.01315 -1.01060 -0.65311
C -2.11755 -0.38378 -0.77595
C -2.06485 1.07185 -0.60729
C -3.15012 1.90937 -0.73624
C -2.94702 3.27871 -0.56493
C -1.67776 3.74509 -0.27343
C -0.63132 2.83696 -0.15381
N -0.82484 1.53004 -0.32012
H 0.10486 -7.01848 -1.83478
H -2.16584 -5.11140 0.98982
H -2.54389 -2.66761 0.73783
H 0.74658 -2.47630 -2.02336
H 1.08574 -4.90153 -1.78648
H -3.04504 -0.90545 -0.99936
H -4.12676 1.50732 -0.96881
H -3.77567 3.96760 -0.66048
H -1.48433 4.79942 -0.13410
H 0.37684 3.16157 0.07195
Te 1.60692 0.47298 -2.35107
C 0.07738 0.73416 -3.69416
C -0.94458 1.67174 -3.48497
C -1.89011 1.86748 -4.47509
C -1.82597 1.12676 -5.65330
C -0.81340 0.19889 -5.85853
C 0.15936 0.00861 -4.88981
H -0.98215 2.26534 -2.58383
H -2.66922 2.60605 -4.34212
H -2.56462 1.29088 -6.42690
H -0.76863 -0.36258 -6.78151
H 0.96528 -0.69030 -5.06982



Which of these has the highest total charge? C44H37MnN2O4P2Te